Entry 1:
Formula: C23H23B3BrCl2F32O8P
Source: OMol25
Level of theory: ωB97M-V/def2-TZVPD

Results
**Net charge**: 0
**Frontier orbital gap**: 9.032 eV
**Total energy**: -8598.4991 Ha

Element x y z (Å)
Br 0.69787 -7.70356 1.93220
Cl -3.84024 -4.14487 -0.62252
Cl -4.43208 -2.11157 2.37215
P -0.16466 -7.29246 -0.09855
F -2.82267 2.07178 -6.14530
F -2.43339 4.09410 -5.40461
F 3.14881 -0.03437 -1.72926
F 0.17170 3.57964 -5.11192
F -4.74165 0.01137 10.01164
F 5.72884 0.70921 -1.98443
F -1.21803 6.53041 -2.68811
F 4.87161 -1.95448 -2.47353
F 6.70466 -0.32940 -3.65046
F -4.15064 -1.49715 6.09388
F -3.52556 -1.31237 8.76156
F 3.20243 -0.83508 1.69100
F -2.07520 1.45147 -8.70914
F -0.19517 -1.35261 -7.79140
F -4.56798 0.96796 7.50208
F 3.33621 6.63241 1.30954
F -0.92032 -0.72034 4.98889
F 3.84534 4.16195 0.32353
F -3.55694 2.17676 9.02838
F -2.42016 -0.66481 -9.16700
F -1.46035 -1.36496 6.99707
F 1.21517 6.42275 0.79304
F 2.00219 0.81280 -0.08075
F -0.54484 3.33789 -7.16802
F -0.97349 3.89202 -2.55057
F 6.93323 -2.57240 -2.16029
F -0.75323 4.88891 -0.60716
F -2.71020 -2.74795 5.02411
F 0.80367 6.83424 -1.90170
F -1.69586 -0.36233 -6.56473
F 4.62238 0.44404 0.63282
F 3.06223 5.54255 -1.16361
O 0.18022 0.72760 -7.19389
O -0.32279 -3.10964 1.18329
O 5.87237 -1.65904 -0.47045
O -1.77529 -7.35379 0.16918
O -0.85097 -4.51639 -0.66478
O 1.17829 -4.79516 0.48807
O 1.75846 3.90128 -0.31451
O -2.24836 0.58011 6.16310
C 1.12274 3.81287 -1.57132
C -2.20591 1.12084 7.46819
C -3.19643 -3.37230 1.97168
C -3.48818 1.01787 8.30814
C -3.09235 -1.46434 5.25961
C -0.56898 2.77949 -5.94182
C 2.66760 -0.29189 -0.49456
C -3.56703 -0.10007 9.35111
C 6.57316 -0.29165 -2.30433
C 4.62982 -1.86735 0.16849
C 3.79759 -0.60979 0.48488
C 2.33871 5.74348 1.09576
C -0.79734 -0.16437 -7.54781
C 0.00669 5.97049 -2.56419
C -1.92069 -0.72239 5.90502
C -1.99586 2.81552 -5.38187
C -2.79858 -3.23538 0.49063
C 0.15314 1.42317 -5.96495
C 6.01123 -1.63688 -1.83026
C -0.13901 4.66093 -1.78529
C -3.74323 -4.72245 2.37910
C -1.47718 0.25391 -8.85649
C 2.73450 4.83005 -0.06836
B 0.07374 -5.37851 -0.10718
B 0.68682 -3.99512 1.51427
B -1.27345 -3.62454 0.31671
H -1.33432 0.77456 8.02390
H 4.90187 -2.28735 1.13509
H -4.58287 -5.03191 1.76406
H -2.02359 2.45138 -4.35186
H 1.19775 1.66740 -5.77896
H -2.32786 -3.15322 2.58957
H -3.39121 -0.98818 4.32472
H -4.08592 -4.66142 3.41262
H 0.77176 2.78271 -1.61164
H 1.10329 -4.15834 2.61151
H -2.74826 -0.01621 10.07106
H 4.03857 -2.63405 -0.33493
H -2.91798 -2.18630 0.21865
H 1.82826 3.93209 -2.39394
H -2.04533 -8.28317 0.08398
H -0.74009 0.31077 -9.65983
H -2.07122 2.18882 7.30724
H -2.95863 -5.48424 2.34611
H 0.41361 5.78351 -3.56151
H 7.54579 -0.10894 -1.84379
H -0.17098 0.78425 -5.14293
H 1.95538 -1.12078 -0.55080
H 2.17488 5.15051 1.99767

Entry 2:
Formula: C23H23BePSb
Source: OMol25
Level of theory: ωB97M-V/def2-TZVPD

Results
**Net charge**: -1
**Frontier orbital gap (spin up / spin down)**: 4.625 / 4.624 eV
**Total energy**: -1486.3597 Ha

Element x y z (Å)
Sb 0.28868 -0.24370 -0.06803
P -0.74867 3.02187 -1.65388
C -1.47754 -2.48294 1.29497
C -3.89363 -1.76537 0.06759
C -1.06933 -1.73171 -4.45059
C 1.01302 2.27393 1.47346
C -0.38951 0.45676 -4.15800
C 4.60200 -1.18525 0.35628
C 0.79738 3.41667 2.28099
C 2.21790 -1.00760 0.72432
C 0.12933 -1.72493 -3.67902
C 3.29231 -1.15858 -0.15850
C -1.43859 -0.36731 -4.71680
C -1.49721 -1.47042 0.32605
C 0.06277 1.26817 1.46022
C -2.68095 -3.10068 1.68779
C 4.81529 -1.10792 1.74122
C -1.10184 1.32461 2.21986
C -1.31476 2.44808 3.05001
C 0.45919 -0.34073 -3.34292
C -3.89034 -2.73278 1.08943
C 2.41628 -0.98552 2.10158
C -2.68876 -1.16290 -0.33035
C 3.72522 -1.02318 2.61383
C -0.36939 3.49140 3.06156
Be 0.85001 1.68920 -1.34776
H -1.27790 3.56234 -2.88754
H -0.54023 -2.78420 1.76546
H -0.32308 1.59765 -4.21348
H -2.67080 -3.86867 2.46757
H -4.82686 -3.19604 1.40456
H -1.84883 0.52876 2.17638
H -1.85985 3.40469 -0.81245
H 3.12975 -1.20948 -1.23333
H -4.83733 -1.48338 -0.40709
H -0.54584 4.37328 3.67162
H 3.88341 -0.97280 3.69117
H 0.72464 -2.61179 -3.38391
H -2.21008 2.50424 3.66347
H -2.35760 -0.00137 -5.10825
H -1.59733 -2.62765 -4.83228
H 0.06762 4.18608 -1.41109
H 1.52744 4.21495 2.26871
H 5.82882 -1.10955 2.13429
H 1.90636 2.24440 0.85289
H 5.44843 -1.25544 -0.32762
H -2.70044 -0.43279 -1.14680
H 1.56781 -0.89285 2.78817
H 1.40304 0.03043 -2.76376

Entry 3:
Formula: C23H23Br2N6O7Sc
Source: OMol25
Level of theory: ωB97M-V/def2-TZVPD

Results
**Net charge**: 0
**Frontier orbital gap**: 8.643 eV
**Total energy**: -7654.5002 Ha

Element x y z (Å)
Br 0.58174 1.98413 2.21710
Br 3.36574 -1.80947 2.81050
Sc 0.12784 -0.97737 0.29990
O -0.89266 -4.75347 -0.56980
O 0.99424 -0.56677 6.69220
O 3.68014 0.40713 -0.67650
O -0.86696 -2.69907 0.31440
O 0.80564 -1.33627 -1.47800
O 1.85244 0.03023 -2.90520
O 1.90234 -0.24137 0.51900
N 1.59824 -2.93467 1.07000
N 0.06684 -0.66717 2.67080
N 0.26914 3.16283 -1.83500
N -4.18106 -0.06927 0.09950
N -0.32066 1.04493 -0.76360
N -2.08386 -0.27367 0.69430
C -0.33736 -3.78607 -0.08310
C 2.02804 -4.74797 -0.42450
C 0.16864 -1.77547 4.78380
C 2.56004 -0.04607 -0.57270
C -4.09936 0.37833 1.38850
C -1.31646 3.59543 -3.87070
C -2.64376 -0.97037 -1.64480
C 0.52464 0.42293 3.27130
C -2.79296 0.24483 1.74140
C 1.69784 -0.47767 -1.80920
C 0.08444 3.12853 -4.27940
C -2.94346 -0.45597 -0.28660
C 0.69294 -0.63207 5.39280
C 3.38114 -4.68677 -0.13170
C 2.87624 -2.94747 1.38880
C -0.10716 -1.74807 3.43240
C 0.87054 0.50493 4.60490
C -0.55626 4.33653 -1.60150
C 1.17664 -3.83087 0.17440
C -1.21366 4.78833 -2.91980
C -0.04156 2.03393 -1.29640
C 1.03474 3.18093 -3.06880
C 3.82494 -3.77107 0.80830
H -3.39236 -1.69767 -1.95150
H 0.47504 3.77503 -5.06530
H -2.20016 5.20533 -2.71000
H -0.51116 -2.61437 2.92160
H -2.32506 0.49453 2.67420
H 1.72274 2.33293 -3.07080
H 1.26174 1.40843 5.03850
H -0.61726 5.56913 -3.39600
H 0.83834 -1.41567 7.12650
H -0.00986 -2.67347 5.35550
H 4.08324 -5.34017 -0.62660
H -4.94556 0.74323 1.93080
H -1.30896 4.08353 -0.85180
H 1.61714 -5.47487 -1.10370
H -1.84486 2.78203 -3.36740
H -1.89016 3.86753 -4.75630
H -5.02156 -0.13867 -0.44990
H 1.61254 4.10933 -3.05950
H 0.03514 2.11223 -4.66990
H -1.66406 -1.45067 -1.64760
H -2.62526 -0.15797 -2.37200
H 4.86334 -3.68807 1.08500
H 0.07884 5.12893 -1.19080

Entry 4:
Formula: C23H23InN7O3S
Source: OMol25
Level of theory: ωB97M-V/def2-TZVPD

Results
**Net charge**: +1
**Frontier orbital gap**: 7.167 eV
**Total energy**: -2087.5036 Ha

Element x y z (Å)
In 1.44011 -0.15948 -0.54233
S 2.57929 0.49905 1.49780
O -2.97894 -5.74168 0.12549
O -3.37819 2.91196 5.16911
O -1.04854 3.00484 3.36282
N -3.18204 3.57166 2.89259
N -2.79129 -5.33256 2.34535
N 1.27878 -0.17266 -2.56542
N 3.32838 -1.56066 0.03678
N 4.49547 -1.27054 2.08203
N -0.42499 1.20496 -0.25491
N 0.12922 -1.90015 0.03370
C -0.70465 1.71860 0.94341
C -0.78139 -2.35507 -0.83852
C 1.68650 3.37083 -3.59529
C -3.40835 3.98459 4.27156
C -1.22007 1.50371 -1.29191
C 0.20327 -2.44680 1.24975
C 1.46403 3.28705 -4.95974
C 5.24931 -2.31881 1.76564
C -0.63702 -3.47083 1.64478
C 1.16637 0.90436 -4.74274
C -2.31318 2.33691 -1.15965
C 3.57155 -0.92066 1.20027
C 1.66007 2.22800 -2.80752
C 1.38749 0.97960 -3.36516
C 1.21420 2.04361 -5.52770
C -1.97165 3.06075 2.56919
C 5.09891 -3.02949 0.58249
C -1.58258 -3.94542 0.74598
C 4.09668 -2.60838 -0.26520
C -2.60166 2.87126 0.08679
C -1.64681 -3.37940 -0.52089
C -1.79126 2.54901 1.16625
C -2.53104 -5.08837 1.04007
H 1.04768 1.95994 -6.59378
H -0.52073 -3.89564 2.63214
H 1.49694 4.17453 -5.57610
H 0.95427 -2.04149 1.91790
H -2.65521 4.73319 4.51775
H -3.98194 3.33938 2.32835
H -2.91626 2.57060 -2.02492
H 1.90449 4.32675 -3.13680
H -2.45322 2.66541 5.29055
H -3.45164 -6.06352 2.55517
H 0.95022 -0.05792 -5.19238
H 1.60577 -1.00487 -3.04209
H -0.78995 -1.87227 -1.80881
H -2.56806 -4.67530 3.07020
H 1.88716 2.31345 -1.74667
H -3.43727 3.55031 0.20022
H 3.89552 -3.10519 -1.20648
H -4.39753 4.43132 4.32561
H 5.72802 -3.87150 0.33843
H -0.95208 1.06698 -2.24511
H 6.00474 -2.59567 2.49173
H -2.36188 -3.75565 -1.23862
H -0.04504 1.47736 1.76881

Entry 5:
Formula: C23H23IrN2O2S2
Source: OMol25
Level of theory: ωB97M-V/def2-TZVPD

Results
**Net charge**: 0
**Frontier orbital gap**: 6.915 eV
**Total energy**: -2050.9217 Ha

Element x y z (Å)
Ir -0.62841 0.37841 -0.60158
S 0.91579 2.10216 -0.23428
S 1.34569 -0.75913 2.64661
O 1.85349 -2.01824 2.19413
O 0.40503 -0.73782 3.72912
N -2.25997 -0.98749 -0.28453
N 0.72176 0.09219 1.36459
C -1.98863 2.96877 -1.37969
C -4.38541 3.23930 -1.27041
C 2.96628 -2.16475 -1.14118
C -3.38875 1.07334 -0.98959
C -2.42655 -0.99516 1.18653
C 3.37921 2.53846 2.11986
C -2.10840 -2.37812 -0.74337
C 1.38843 1.20352 1.13526
C -4.51741 1.87906 -1.04539
C 2.64883 0.40439 2.95298
C -2.09128 1.59423 -1.11546
C 0.97753 -1.25209 -2.18727
C -3.11614 3.77231 -1.45400
C 4.51874 1.44498 3.95380
C 3.64474 0.36426 3.90537
C 2.17250 -1.08028 -1.48209
C 0.12622 -0.05705 -2.45436
C 2.51399 1.46108 2.06902
C 4.38339 2.52005 3.07984
C 2.59278 -3.44343 -1.52399
C -3.46984 -0.41608 -0.92744
C 1.43455 -3.62749 -2.26959
C 0.63746 -2.54301 -2.59627
H -5.50187 1.43630 -0.93316
H -1.52859 -1.37797 1.66095
H -0.59857 -0.20078 -3.25638
H -2.99335 -2.96210 -0.46523
H -5.26076 3.87409 -1.31924
H -2.61232 0.01969 1.53943
H 1.15866 -4.61978 -2.60471
H -3.00126 4.83179 -1.65012
H 3.74344 -0.47243 4.58385
H -1.22551 -2.82079 -0.28603
H 2.46454 -0.07770 -1.18742
H 3.87692 -2.01030 -0.57700
H 5.07257 3.35122 3.14970
H 0.76306 0.79681 -2.68667
H -4.36934 -0.78890 -0.42559
H -1.99826 -2.38466 -1.82200
H -3.27644 -1.62978 1.45608
H 3.26722 3.36711 1.43253
H 5.31823 1.45019 4.68306
H -1.01962 3.42817 -1.52563
H -0.24666 -2.69034 -3.20511
H -3.48053 -0.80205 -1.94938
H 3.20286 -4.29413 -1.24854

Entry 6:
Formula: C23H23N3O4S
Source: OMol25
Level of theory: ωB97M-V/def2-TZVPD

Results
**Net charge**: 0
**Frontier orbital gap**: 8.071 eV
**Total energy**: -1753.0505 Ha
**SMILES**: Cc1cccc(C(=O)NCCC(=O)Nc2nc(C)c(Cc3ccc4c(c3)OCO4)s2)c1

Element x y z (Å)
S 1.14441 -0.60925 -2.24228
O 5.14346 1.46015 -0.08900
O -4.72622 0.83472 0.40401
O -4.08806 -1.27465 1.62948
O 0.27883 -0.63060 1.50818
N 3.43966 0.07023 -0.76480
N 2.18610 0.48130 1.58843
N 2.33395 -1.89588 0.00783
C -2.47258 -2.06474 -0.11258
C 2.45800 -0.95638 -0.98467
C -2.29619 -0.58429 -2.05669
C 0.88233 2.41946 -0.21322
C -3.37639 0.11337 -1.45802
C 0.82346 0.55745 1.39649
C -3.38054 -1.04549 0.40813
C -0.75270 -2.72116 -1.79063
C 0.43038 -2.19578 -1.14957
C 4.38673 -0.65518 1.40748
C -4.95032 -0.09105 1.61014
C 0.18050 1.42825 0.69364
C 0.67507 4.21614 -1.74780
C -3.78308 -0.11986 -0.25001
C -2.03156 2.47895 0.42164
C -1.20832 1.40063 0.83559
C 0.13461 3.30101 -0.83012
C 1.31665 -2.60973 -0.29824
C 1.00213 -3.96177 0.53545
C 3.07582 -0.32746 2.10360
C -1.46278 3.29527 -0.36713
C -1.90420 -2.00910 -1.26376
C 4.30227 0.32186 0.20235
H 1.80142 2.28292 -0.46809
H -1.64317 0.84233 1.67751
H -4.63227 0.67476 2.25268
H 1.75693 4.23396 -1.54327
H 3.54926 0.54395 -1.63425
H -3.63788 1.02969 -2.14971
H -1.12863 -3.68230 -1.16380
H -2.01616 -0.46210 -2.90678
H -3.08336 2.69211 0.48821
H 2.52524 1.68849 1.59259
H -2.07810 -2.81710 0.65033
H -1.98059 4.20862 -1.14456
H 1.95505 -4.27767 0.72130
H 0.35435 5.26375 -1.91326
H -5.96480 -0.32991 1.99377
H -0.78288 -2.84369 -2.71267
H 5.26814 -0.12855 1.81907
H 0.66687 -4.73896 -0.01903
H 2.39411 -1.18001 2.33420
H 4.55507 -1.67859 1.07590
H 3.31371 -0.04776 3.36794
H 0.52122 3.84841 -2.88609
H 0.52505 -3.74879 1.43417

Entry 7:
Formula: C23H23N5O4S
Source: OMol25
Level of theory: ωB97M-V/def2-TZVPD

Results
**Net charge**: 0
**Frontier orbital gap**: 8.574 eV
**Total energy**: -1863.2390 Ha
**SMILES**: CCc1ccc(N2C[C@@H](C(=O)Nc3ccc(S(=O)(=O)Nc4ncccn4)cc3)CC2=O)cc1

Element x y z (Å)
S -2.13389 3.94693 4.38044
O -1.00947 4.70764 4.83408
O -1.85792 -0.90243 -0.51801
O -3.23166 4.63722 3.78316
O -0.26751 -3.14264 -3.95473
N -4.40478 2.09653 6.88208
N 1.15267 -2.09947 -2.47661
N -4.09586 1.86225 4.54276
N -0.28552 -0.64217 1.11428
N -2.66174 3.13372 5.78405
C 4.30837 -0.67755 -3.76682
C -1.88546 1.18108 1.45742
C 5.03292 0.10281 -6.04492
C 0.05355 -2.82649 -2.83560
C -0.45842 1.90464 3.73802
C 1.78332 -1.30550 -4.69037
C -5.46936 1.31823 6.80814
C -3.76897 2.34627 5.73816
C 2.10124 -1.54991 -3.35606
C 4.00125 -0.43918 -5.09842
C 1.33418 -2.00710 -1.04392
C -0.00833 -2.45783 -0.43518
C -0.70088 -3.20205 -1.57146
C -0.75220 0.45970 1.83352
C 5.79822 -1.04175 -6.71258
C 3.37738 -1.22342 -2.90250
C -0.83947 -1.25254 0.02256
C -2.30129 2.25102 2.22730
C -0.03768 0.83377 2.97439
C -5.16709 1.09218 4.48731
C 2.72539 -0.76393 -5.54175
C -5.91876 0.77998 5.61081
C -1.59096 2.59730 3.35865
H -5.41649 0.71487 3.50402
H 1.59422 -0.97936 -0.76813
H 6.30332 -1.64697 -5.96299
H -6.79366 0.15494 5.55832
H -2.44950 3.55647 6.67451
H -2.43063 0.89401 0.57411
H -1.74147 -2.88966 -1.67523
H 0.80215 -1.55003 -5.05909
H 0.55784 -1.05588 1.48912
H 4.54752 0.70679 -6.81399
H -3.17774 2.82306 1.97315
H 2.45918 -0.58399 -6.57318
H 5.73622 0.73889 -5.50352
H -0.67765 -4.28455 -1.44854
H 0.84523 0.27968 3.26055
H 5.11360 -1.68246 -7.26353
H 3.66378 -1.39848 -1.87704
H 0.07992 2.21617 4.61837
H 2.14388 -2.67413 -0.71937
H 6.54203 -0.65134 -7.40331
H 0.15663 -3.10022 0.43361
H 5.29310 -0.43390 -3.39365
H -5.97275 1.12878 7.74759

Entry 8:
Formula: C23H23NO2
Source: OMol25
Level of theory: ωB97M-V/def2-TZVPD

Results
**Net charge**: 0
**Frontier orbital gap**: 9.690 eV
**Total energy**: -1095.4947 Ha
**SMILES**: O=C(NCCOCc1ccccc1)C(c1ccccc1)c1ccccc1

Element x y z (Å)
O -0.25165 1.72731 1.38583
O 2.59332 -1.62584 0.38137
N 1.06425 -0.67474 1.74295
C -0.70982 -1.80499 -0.21321
C -1.35263 -0.37544 -2.04053
C -2.63558 -0.27940 -1.52746
C -2.95625 -0.94771 -0.35931
C 1.10948 1.64188 1.01492
C -0.69010 3.95158 0.47657
C 1.66951 -3.76871 -1.31169
C -0.13575 5.96033 1.67928
C -0.28271 6.00185 -0.71176
C 0.35077 -2.59813 0.52419
C 0.45217 -6.17405 -0.68426
C 1.36690 -6.11708 -1.72162
C -0.05024 6.65691 0.48529
C 0.15211 -5.03291 0.03603
C -1.03706 2.48306 0.49105
C 1.47650 -1.60670 0.84540
C -0.59554 4.65343 -0.71661
C 1.97576 -4.91332 -2.02772
C -1.99872 -1.70408 0.29379
C 0.75570 -3.81734 -0.26761
C -0.45811 4.61569 1.67479
C -0.39614 -1.13121 -1.38778
C 1.76100 0.57965 1.90319
H -0.77077 4.14230 -1.65280
H 1.18780 1.33806 -0.03989
H -0.56249 -5.08778 0.84614
H 2.17264 -2.84635 -1.54881
H 0.19881 7.70771 0.48782
H -0.95727 2.06511 -0.52428
H 2.80120 0.42937 1.61104
H -1.09494 0.14352 -2.95284
H 1.60549 -7.00745 -2.28480
H 0.60387 -1.19501 -1.78843
H -2.06672 2.34673 0.83925
H -3.95423 -0.87790 0.04810
H -0.02704 -7.10946 -0.43357
H 0.04649 6.46698 2.61566
H 2.69552 -4.86191 -2.83171
H 1.70515 0.88806 2.94936
H -0.21489 6.54077 -1.64533
H 0.07730 -0.61719 1.95075
H 1.61190 2.61138 1.13705
H -3.38071 0.31521 -2.03514
H -0.52670 4.06346 2.60074
H -0.06863 -2.93469 1.47919
H -2.25897 -2.22094 1.20740